Computed, not measured: a molecular structure, C23H28BEuNO6 in a non-equilibrium geometry, with ωB97M-V/def2-TZVPD.

XYZ file:
```
60
C23H28BEuNO6 ωB97M-V/def2-TZVPD
C 3.91905 -2.21368 1.01840
O 4.19671 -1.28502 2.05018
B 3.79836 0.04785 1.79052
O 4.71787 0.99253 1.54384
C 2.24100 0.32016 1.89538
C 1.51728 -0.39754 2.85567
C 0.13843 -0.24239 3.04419
C -0.57840 0.68665 2.28566
C -2.06663 0.84792 2.48079
O -2.89399 0.16023 1.50232
C -2.38238 -0.94662 0.91732
C -2.10116 -2.06565 1.70357
C -1.52806 -3.21428 1.17148
C -1.22084 -4.44994 2.02914
C -1.22319 -3.26849 -0.18682
C -1.55449 -2.16020 -0.97201
C -2.13631 -0.99548 -0.46175
C -2.46724 0.15625 -1.41241
C -2.49904 -0.32417 -2.87712
C -3.80024 0.84645 -1.12508
C 0.15975 1.41343 1.36120
C 1.51271 1.23619 1.13709
C 1.93501 2.14595 0.01749
O 2.99036 2.11700 -0.51690
N 0.84802 3.00863 -0.25470
C 0.47179 3.25568 -1.69968
C 1.65233 3.60193 -2.59133
C 1.96270 2.53514 -3.65983
O 1.44873 1.23622 -3.32915
C -0.27905 2.51590 0.43285
O -1.40265 2.89713 0.32132
H 2.82676 -2.38467 0.89777
H 4.34292 -1.88905 0.07299
H 4.38264 -3.15871 1.29341
H 5.37057 0.69291 0.89818
H 2.06948 -1.06464 3.51538
H -0.36748 -0.81163 3.81472
H -2.30428 0.44569 3.46405
H -2.34231 1.89097 2.42445
H -2.33031 -2.03204 2.76229
H -0.82328 -5.21748 1.35639
H -2.14531 -4.85514 2.42235
H -0.49783 -4.26856 2.85013
H -0.77520 -4.13487 -0.65444
H -1.32551 -2.23753 -2.02053
H -1.62226 0.84303 -1.34723
H -2.95439 0.44072 -3.49324
H -3.10496 -1.22508 -2.94682
H -1.49959 -0.52579 -3.25247
H -4.61181 0.12307 -1.10528
H -3.81477 1.41650 -0.20888
H -3.98618 1.55323 -1.92722
H -0.21279 4.09385 -1.68833
H -0.09394 2.40132 -2.05426
H 2.54254 3.81444 -2.01621
H 1.42630 4.52899 -3.11001
H 1.57311 2.86429 -4.61983
H 3.03591 2.43373 -3.78193
H 0.73441 1.05828 -3.94415
Eu 1.13113 -3.25353 1.92708
```

## Properties
Energy (eV): -58071.450
LUMO energy (alpha / beta) (eV): -7.945 / -7.754
Molecular weight (g/mol): 577.25
2S+1: 8
Total charge: +2
<S²>: 15.76

Löwdin population analysis, charges in e, atoms 1 to 4: -0.096, 0.013, -0.558, 0.251